{"formula": "C41H40Br2F4N7O5SSiV", "method": "the ωB97M-V functional and the def2-TZVPD basis", "elements": ["C", "H", "C", "O", "S", "N", "C", "H", "N", "C", "C", "H", "C", "H", "C", "H", "O", "C", "C", "C", "H", "C", "H", "H", "C", "C", "C", "C", "H", "H", "N", "C", "H", "H", "C", "C", "H", "H", "H", "H", "O", "H", "H", "C", "H", "Br", "C", "C", "C", "C", "H", "C", "H", "F", "C", "C", "O", "H", "H", "H", "C", "F", "C", "H", "H", "C", "H", "Br", "C", "C", "H", "H", "H", "C", "C", "N", "H", "H", "N", "O", "C", "H", "N", "V", "C", "C", "H", "C", "C", "H", "F", "H", "Si", "H", "C", "H", "C", "H", "F", "C", "N", "H"], "xyz": [[-21.397, 3.282, 3.134], [-21.877, -0.795, 8.985], [-16.891, 1.744, 6.750], [-18.774, -3.835, 2.889], [-20.584, 0.516, 5.817], [-16.985, -4.283, 5.506], [-19.875, 3.317, 3.158], [-12.816, -6.041, 4.562], [-19.541, 2.146, 3.927], [-19.568, -5.685, 6.165], [-16.718, -1.628, 1.416], [-20.034, -5.854, 5.197], [-18.752, -0.712, 1.869], [-18.266, -7.587, 4.466], [-15.653, -4.246, 5.030], [-22.997, 1.252, 5.371], [-15.543, -1.594, 7.232], [-16.280, -0.643, 6.938], [-15.159, -3.058, 4.446], [-24.230, -1.916, 6.704], [-19.955, -0.013, 0.251], [-16.856, -1.429, 0.056], [-19.504, -0.428, 2.600], [-19.977, -4.776, 6.595], [-14.819, 2.435, 8.502], [-13.466, -5.182, 4.550], [-20.612, 1.679, 4.618], [-19.014, -0.458, 0.529], [-23.562, 1.482, 3.675], [-26.196, -0.609, 9.102], [-17.637, -1.266, 2.323], [-22.743, -4.593, 3.856], [-20.286, -5.930, 1.917], [-21.032, -2.322, 6.660], [-25.294, -0.905, 8.570], [-25.398, -1.552, 7.330], [-14.397, 0.318, 8.587], [-12.027, -3.902, 3.595], [-18.045, -5.778, 2.414], [-16.069, -1.759, -0.605], [-19.645, -2.200, 9.321], [-23.760, -4.803, 4.153], [-20.490, -1.411, 4.794], [-20.743, -3.239, 3.955], [-24.021, -0.125, 10.117], [-22.995, -6.946, 2.300], [-20.765, -5.225, 2.577], [-17.328, -7.200, 4.874], [-15.621, 3.437, 7.955], [-18.161, -0.539, -1.860], [-15.044, -6.247, 5.529], [-22.093, -5.446, 2.962], [-17.236, -5.349, 8.510], [-16.041, -1.985, 4.359], [-16.657, 3.092, 7.072], [-18.029, -0.814, -0.398], [-19.994, -2.127, 4.325], [-19.917, -6.492, 6.810], [-26.346, -1.776, 6.870], [-16.823, -8.023, 5.381], [-15.022, 1.095, 8.171], [-18.229, -1.687, -2.620], [-19.329, -2.443, 8.197], [-19.498, 4.239, 3.640], [-18.610, 1.882, 4.204], [-20.071, -4.125, 3.107], [-23.663, 2.842, 4.814], [-17.730, 4.419, 6.286], [-22.036, -3.478, 4.377], [-18.022, -4.744, 2.050], [-19.430, 3.319, 2.156], [-17.547, -7.064, 8.197], [-15.814, -2.101, 1.783], [-24.050, -0.627, 9.153], [-16.067, 0.763, 7.299], [-24.031, -2.588, 5.514], [-13.585, -1.942, 3.554], [-16.982, -4.421, 2.083], [-19.129, -2.716, 7.006], [-17.412, -0.782, 6.218], [-22.697, -2.729, 5.403], [-16.706, -6.911, 4.034], [-22.018, -2.177, 6.465], [-17.776, -2.540, 5.697], [-22.971, -1.634, 7.336], [-14.752, -5.309, 5.089], [-15.457, 4.481, 8.182], [-22.838, -0.994, 8.532], [-23.078, 1.957, 4.543], [-21.794, 2.890, 2.180], [-19.272, 0.196, -2.170], [-21.871, 4.255, 3.284], [-17.683, -5.766, 6.078], [-17.727, 1.497, 6.112], [-17.041, -6.175, 7.817], [-15.973, -6.364, 7.830], [-13.909, -2.891, 3.954], [-18.358, -4.704, 1.005], [-17.085, 0.168, -2.350], [-13.028, -3.999, 3.989], [-21.715, 2.366, 4.218], [-14.030, 2.696, 9.196]], "forces_ev_per_a": [[-0.682, -0.330, -0.358], [0.016, -0.047, 0.004], [0.214, 1.281, 0.416], [0.513, -0.833, -0.911], [0.156, 0.314, -0.117], [2.182, -1.934, -0.583], [0.697, 1.053, -0.284], [0.204, -0.152, 0.079], [-0.399, -0.461, 0.035], [0.109, -0.139, 0.187], [-0.282, 0.124, 0.361], [-0.008, 0.023, -0.218], [-0.180, 0.144, 0.077], [-0.033, -0.023, 0.072], [-1.791, 0.056, 0.522], [-0.241, 0.096, -0.054], [-0.420, 1.343, -0.009], [-2.394, -1.934, -1.775], [-0.690, 0.107, 0.130], [1.617, -0.095, 0.048], [0.001, 0.089, -0.214], [-0.603, 0.220, -0.031], [0.190, -0.146, 0.088], [0.170, 0.112, -0.054], [-0.207, -0.177, -0.160], [-0.352, 0.034, 0.073], [-0.245, 0.202, 0.212], [0.702, -0.299, -0.500], [0.184, 0.016, 0.239], [0.154, -0.068, -0.139], [0.226, 0.091, -0.475], [0.930, -0.401, -0.673], [0.095, 0.025, -0.035], [0.447, -0.055, 0.070], [-0.025, -0.125, -0.302], [-0.269, 0.511, 0.815], [-0.050, -0.118, -0.075], [0.045, -0.006, -0.020], [-0.242, 0.213, 0.078], [-0.038, 0.110, -0.191], [0.243, -0.061, -0.312], [0.061, 0.190, 0.168], [0.082, -0.461, -0.232], [0.780, 1.468, 0.498], [0.013, -0.073, -0.166], [-0.253, -0.430, -0.238], [0.098, 0.443, 0.478], [-0.176, -0.079, 0.247], [-0.473, -0.184, -0.488], [-0.168, 0.278, -1.464], [-0.067, -0.064, 0.094], [0.207, 1.342, 0.772], [-0.045, -0.044, -0.170], [0.637, -0.907, 0.099], [0.980, -1.373, 0.604], [0.093, -0.102, 0.402], [-0.625, -0.556, -0.256], [0.050, -0.275, 0.082], [-0.208, 0.011, 0.007], [0.040, -0.132, 0.008], [-0.545, 0.773, -0.281], [0.074, 1.007, 0.786], [0.147, -0.747, -3.044], [-0.196, -0.345, 0.040], [-0.021, 0.070, 0.010], [-0.548, -0.861, -0.480], [0.052, -0.160, 0.126], [-0.205, 0.325, -0.099], [-0.313, -1.471, -1.054], [-0.120, 0.339, 0.305], [-0.164, -0.246, 0.149], [-0.013, -0.084, 0.090], [-0.030, 0.023, 0.216], [0.505, -0.123, -0.203], [0.900, 0.715, 0.584], [1.486, -0.105, -0.299], [-0.090, 0.134, -0.040], [-0.139, 0.171, 0.174], [-2.424, 0.563, 5.741], [2.690, 2.115, 2.111], [-1.884, 1.277, 1.991], [0.173, 0.149, -0.142], [-1.405, -0.006, -0.053], [0.150, 0.133, -2.634], [-0.004, -1.152, -1.953], [0.774, 0.300, -0.481], [0.064, 0.016, 0.103], [-0.932, 0.605, 1.082], [0.406, 0.285, -0.416], [0.177, 0.014, 0.182], [0.827, -0.617, 0.307], [0.160, 0.014, 0.098], [-0.154, 0.355, 0.176], [0.099, -0.332, 0.099], [-0.340, 0.030, -0.266], [0.271, -0.033, -0.027], [0.982, -0.723, -0.151], [-0.155, 0.022, 0.210], [-0.893, -0.650, 0.478], [-0.409, 0.533, 0.018], [0.086, -0.214, 0.126], [-0.008, 0.090, -0.041]], "lowdin_charge": [-0.13, 0.10, -0.05, -0.09, 0.79, -0.18, -0.16, 0.09, 0.03, -0.15, -0.12, 0.01, -0.12, 0.02, -0.28, 0.04, 0.04, -0.53, -0.21, -0.25, 0.11, 0.01, 0.10, 0.00, -0.08, -0.11, -0.77, 0.02, 0.09, 0.09, 0.11, -0.06, 0.09, 0.08, -0.11, -0.04, 0.12, 0.09, 0.08, 0.12, 0.05, 0.10, -0.02, -0.17, 0.09, 0.74, -0.06, -0.18, -0.13, -0.51, 0.08, -0.71, 0.03, -0.02, -0.68, -0.12, -0.05, 0.03, 0.10, 0.02, 0.00, 0.11, -0.43, 0.09, 0.12, -0.23, 0.09, 0.74, -0.09, -0.04, 0.12, 0.02, 0.10, -0.10, -0.12, 0.16, 0.11, 0.09, -0.05, -0.24, -0.26, 0.01, 0.15, 0.78, -0.19, -0.05, 0.09, -0.02, -0.04, 0.12, 0.11, 0.12, 0.43, 0.06, -0.17, 0.01, -0.03, 0.10, 0.11, -0.11, -0.16, 0.10], "total_charge": -1, "e_tot_ev": -259196.77101, "s2": 3.759, "spin_multiplicity": 4, "relative_energy_kj_mol": 0.0, "lumo_ev": [1.91, 1.91]}